## one
Here is an isolated ion of composition C5H11N2S and charge +1 from the Open Molecules 2025 dataset. Energies are from wB97M-V/def2-TZVPD.

Geometry as XYZ:
```
19
C5H11N2S (wB97M-V/def2-TZVPD)
S 0.4752 -1.4042 1.5554
N -2.3995 -0.1688 2.0126
N -1.0338 0.5403 0.2866
C -1.6890 -0.4362 0.9427
C -0.0789 0.1447 -0.6699
C 2.3133 -1.0466 -0.5530
C 1.0626 -0.7207 0.1567
C 0.3281 1.4364 -1.4735
H 2.3500 -0.9600 -1.6240
H -0.3498 2.1751 -1.1397
H -1.9222 -1.4135 0.3304
H -0.7736 1.3280 0.8906
H -3.0689 -0.8344 2.5427
H 2.9149 -1.8442 0.0220
H 2.8818 -0.1031 -0.2868
H -2.2528 0.7813 2.2576
H -0.3817 -0.5142 -1.4064
H 0.2060 1.3144 -2.6689
H 1.4184 1.7257 -1.1751
```

Values from the calculation:
Net charge: +1
SMILES: CC(=S)[C@H](C)/[NH+]=C/N
HOMO-LUMO gap in eV: 8.8
Highest occupied orbital energy in eV: -13.0

---

## two
Here is a 2-piece molecular cluster, C5H11N2S overall from the Open Molecules 2025 dataset. Energies are from wB97M-V/def2-TZVPD.

Geometry as XYZ:
```
19
C5H11N2S (wB97M-V/def2-TZVPD)
S -2.7739 -0.1846 0.4016
N -0.1986 -0.5422 -1.2263
N 0.2692 -1.0679 0.8361
C -2.1258 1.4051 0.2889
C 2.3556 -0.0157 0.4165
C -0.1700 -1.5726 -0.3868
C 0.9001 0.2777 0.6613
C 0.1723 0.6466 -0.6386
H -0.5066 -2.4989 -0.6525
H 0.5379 -1.7410 1.5106
H -1.9870 1.8753 -0.7549
H 2.3833 -0.5040 -0.5051
H 2.7355 1.0591 0.3978
H 0.3782 1.4900 -1.2531
H -3.5566 -0.2443 -0.6483
H -1.5372 1.9521 1.0466
H -0.3866 -0.6168 -2.2526
H 2.7893 -0.5818 1.2574
H 0.7211 0.8638 1.5011
```

Values from the calculation:
Net charge: +1
HOMO-LUMO gap (alpha / beta) in eV: 7.9 / 6.9
Highest occupied orbital energy (alpha / beta) in eV: -11.7 / -11.4

---

Which of them is the most stable? Correct choice: one.

---

## one
Here is an isolated ion of composition C4H2NO3 and charge -1 from the Open Molecules 2025 dataset. Energies are from wB97M-V/def2-TZVPD.

Geometry as XYZ:
```
10
C4H2NO3 (wB97M-V/def2-TZVPD)
O -2.5759 -0.9168 0.5643
O -2.7713 1.0635 -0.4924
O 0.2025 -0.5386 -1.0199
N 0.2450 0.6352 0.9309
C 1.5263 0.2163 0.6617
C -0.5306 0.0678 0.0108
C 1.4890 -0.4327 -0.5840
C -2.1610 0.1595 0.0481
H 2.2327 -0.6662 -1.2905
H 2.3433 0.4120 1.1710
```

Values from the calculation:
Net charge: -1
SMILES: O=C([O-])c1ncco1
HOMO-LUMO gap in eV: 8.2
Highest occupied orbital energy in eV: -4.3

---

## two
Here is a 2-piece molecular cluster, C4H2NO3 overall from the Open Molecules 2025 dataset. Energies are from wB97M-V/def2-TZVPD.

Geometry as XYZ:
```
10
C4H2NO3 (wB97M-V/def2-TZVPD)
O -0.3289 -0.6262 1.3598
O 2.8188 2.5509 -0.6911
O 3.2103 0.3288 -1.1307
N -1.7004 1.4679 -1.2499
C -1.3692 -1.4509 0.9235
C 2.9790 1.4318 -0.9055
C -0.7672 -0.5258 -0.0338
C -1.3724 0.6064 -0.5293
H -1.1282 -2.5168 0.8590
H -2.3417 -1.2662 1.3978
```

Values from the calculation:
Net charge: -1
HOMO-LUMO gap in eV: 5.4
Highest occupied orbital energy in eV: -2.2

---

Which of them is the most stable? Correct choice: one.